A cluster of 5 separate species, C10H14Cl5F2O10 in total in a non-equilibrium geometry, computed with ωB97M-V with the def2-TZVPD basis set.

Summary:
Spin multiplicity: 1
Total charge: -1
Gap between HOMO and LUMO in eV: 8.28

Each line ends with the Mulliken charge.
Atoms and positions in Å:
Cl: -1.4872 1.7793 -2.0776  1.57
O: -0.2579 2.3659 -2.5475  -0.66
O: -1.3259 1.1770 -0.7465  -0.61
O: -2.4857 2.8090 -2.0795  -0.64
O: -1.7904 0.7728 -3.0901  -0.66
C: 2.8344 -0.8420 -6.8876  -0.45
C: 2.9382 -1.7059 -5.5511  0.28
O: 4.3605 -1.9609 -5.4706  -0.28
C: 4.8137 -1.9513 -6.8005  0.64
O: 5.9267 -2.4152 -7.2492  -0.57
O: 3.9091 -1.3438 -7.6070  -0.30
F: 2.3138 -2.8583 -5.7202  -0.26
H: 3.0288 0.2281 -6.8160  0.27
H: 1.8812 -0.8062 -7.4152  0.29
H: 2.3471 -1.3083 -4.7261  0.38
C: -5.1296 2.4799 2.5902  -0.38
C: -4.1243 2.7360 3.5984  0.25
O: -3.8520 1.4892 4.1667  -0.29
C: -4.9208 0.7694 3.9609  0.70
O: -5.1044 -0.3130 4.4635  -0.59
O: -5.7276 1.3115 3.0736  -0.31
F: -4.6576 3.5100 4.5532  -0.29
H: -4.7960 2.2870 1.5706  0.35
H: -5.7894 3.3463 2.6371  0.26
H: -3.1944 3.2159 3.2933  0.32
Cl: 5.5924 3.0243 3.7428  -0.18
C: 4.1818 2.8988 2.6878  -0.34
C: 3.4739 1.5803 2.8528  -0.44
Cl: 4.5735 0.3470 2.0689  -0.21
H: 4.4778 3.1866 1.6790  0.33
H: 3.4431 3.6445 2.9818  0.27
H: 2.5780 1.4383 2.2485  0.25
H: 3.2247 1.2027 3.8445  0.32
Cl: -3.2953 -4.1541 1.2740  -0.20
C: -2.0202 -4.4941 2.4950  -0.39
C: -0.7993 -3.5448 2.2556  -0.45
Cl: 0.5846 -3.9789 3.3134  -0.22
H: -1.7137 -5.5401 2.4990  0.33
H: -2.5295 -4.2137 3.4170  0.28
H: -1.0580 -2.4861 2.2754  0.35
H: -0.4239 -3.6830 1.2417  0.30